Record 1
Formula: C4H21NO8
Source: the Open Molecules 2025 dataset
Level of theory: the ωB97M-V functional and the def2-TZVPD basis

Each line ends with the natural charge from an NBO analysis.
Element x y z (Å)
C 1.70958 -1.03108 2.14811  -0.730
C 2.18508 -0.38130 0.86988  0.687
N 1.29470 -0.05477 -0.10701  -0.667
C -0.11360 -0.39803 -0.08524  -0.295
C -1.00538 0.64604 0.53630  -0.092
O -1.59127 1.40873 -0.55256  -0.782
O 3.36598 -0.06568 0.76017  -0.635
H 1.09276 -0.33604 2.71137  0.237
H 1.16688 -1.96938 2.02161  0.231
H 2.61787 -1.19388 2.72309  0.245
H 1.64666 0.01220 -1.05359  0.436
H -0.44889 -0.77805 -1.04080  0.255
H -0.25000 -1.34348 0.44427  0.226
H -0.42273 1.32758 1.15917  0.187
H -1.78805 0.23681 1.17213  0.207
H -1.80364 2.31364 -0.29486  0.490
H 0.68344 0.19213 -3.30980  0.509
H 1.58649 -1.02479 -3.35279  0.474
O 0.89309 -0.62432 -2.81054  -0.982
H -2.95435 -3.13176 1.39953  0.469
H -2.50484 -2.27496 0.32179  0.499
O -2.14585 -2.66236 1.14686  -0.967
H -2.26069 -1.31249 2.98981  0.481
H -1.34774 -1.27139 4.07549  0.462
O -1.87685 -0.62191 3.57296  -0.944
H -0.30160 1.84692 -2.15771  0.490
H 0.91071 2.50882 -2.83175  0.498
O 0.12692 1.97354 -3.02021  -0.979
H -4.38437 -0.53194 -0.94230  0.482
H -2.93047 -0.03443 -0.74490  0.499
O -3.57025 -0.69624 -0.43747  -0.985
H 2.13965 1.81797 -0.77129  0.481
H 3.52766 2.20338 -1.23914  0.485
O 2.60341 2.45988 -1.32882  -0.972

Atomic forces in eV per Å
0.25 0.07 0.07
0.82 0.42 0.21
-0.70 -0.11 -0.52
-0.08 -1.56 1.24
-0.01 0.81 -0.21
0.05 0.05 -0.28
-0.37 -0.24 -0.27
-0.30 0.04 0.01
-0.02 0.13 -0.13
-0.08 -0.15 0.04
0.28 -0.07 -0.01
0.00 0.86 -0.62
0.17 0.18 0.68
0.13 -0.13 0.01
-0.06 -0.16 -0.19
-0.05 -0.23 0.25
-0.19 0.06 0.51
-0.13 -0.17 0.23
0.52 -0.03 -1.00
0.34 -0.23 0.41
0.48 0.36 0.26
-0.98 -0.10 -0.48
-0.16 0.93 -0.36
0.12 0.93 0.30
0.14 -1.87 -0.07
-0.07 -0.02 -0.12
0.06 -0.11 0.08
-0.06 0.20 0.04
0.50 -0.11 0.23
-0.18 0.20 -0.03
-0.38 -0.06 -0.34
0.13 0.15 0.09
-0.01 0.03 0.03
-0.12 -0.04 -0.04

For the orbital gap, the calculation gives 10.0 eV. The total energy is -821.69827 Eh. Its net charge is 0. The relative energy (zero: lowest compared OMol25 entry of this formula, charge and spin) is 0.2243 eV. As for the lowest unoccupied orbital energy: 0.304 eV. As for the SMILES: CC(=O)NCCO.O.O.O.O.O.O. Its maximum force is 1.99 eV/A. For the highest occupied orbital energy, the calculation gives -0.355 Eh.

=====

Record 2
Formula: C9H12NO2
Source: the Open Molecules 2025 dataset
Level of theory: the ωB97M-V functional and the def2-TZVPD basis

Each line ends with the natural charge from an NBO analysis.
Element x y z (Å)
C 0.89609 2.90591 -1.29376  -0.169
C -0.35721 2.66216 -1.83264  -0.204
C 1.62325 1.88705 -0.70173  -0.254
C -0.88936 1.38401 -1.80612  -0.242
C 1.09454 0.60641 -0.63847  0.230
C -0.16211 0.37242 -1.20699  0.236
C -0.48319 -1.80665 -0.33038  0.583
C -0.95398 -0.37787 1.58398  -0.436
C -0.42497 -2.76114 1.84075  -0.426
N -0.59713 -1.62795 0.95007  -0.311
O 1.71179 -0.45927 -0.05378  -0.692
O -0.57781 -0.96706 -1.29670  -0.423
H 1.31670 3.89785 -1.33901  0.239
H -0.91467 3.46289 -2.29066  0.240
H 2.60618 2.07833 -0.29600  0.231
H -1.84778 1.16102 -2.24506  0.246
H -0.36987 -2.83539 -0.67248  0.213
H -0.10043 0.03424 2.12598  0.238
H -1.30563 0.35067 0.85789  0.241
H -1.75871 -0.56658 2.29655  0.239
H -1.29639 -3.41879 1.80096  0.235
H 0.45968 -3.33601 1.57052  0.236
H -0.30769 -2.40233 2.85985  0.241
H 2.63870 -0.24390 0.11723  0.509

Atomic forces in eV per Å
-0.04 -0.03 -0.02
0.01 0.01 0.01
-0.07 -0.17 0.07
0.06 -0.41 0.15
-0.40 0.15 -0.30
0.76 0.62 0.15
-0.23 -1.01 0.88
-0.26 0.77 0.27
0.10 -0.91 0.29
-0.15 0.27 -0.97
0.42 0.11 -0.05
-0.24 0.38 -0.37
0.04 0.09 0.00
-0.06 0.05 -0.05
0.09 0.02 0.08
-0.13 -0.03 -0.09
0.06 0.13 0.07
0.00 -0.08 -0.09
0.04 -0.09 0.09
0.06 -0.08 -0.07
0.02 0.12 0.03
-0.02 0.08 0.01
0.03 0.06 -0.09
-0.08 -0.07 -0.02

For the orbital gap, the calculation gives 9.2 eV. The total energy is -555.12202 Eh. Its net charge is +1. The relative energy (zero: lowest compared OMol25 entry of this formula, charge and spin) is 0.4259 eV. As for the lowest unoccupied orbital energy: -3.423 eV. As for the SMILES: C[N+](C)=COc1ccccc1O. Its maximum force is 1.36 eV/A. For the highest occupied orbital energy, the calculation gives -0.462 Eh.

=====

Record 3
Formula: C14H20N2O3
Source: the Open Molecules 2025 dataset
Level of theory: the ωB97M-V functional and the def2-TZVPD basis

Each line ends with the natural charge from an NBO analysis.
Element x y z (Å)
C -1.62379 -0.11762 0.60448  -0.131
C -0.55647 0.86360 -0.02110  0.703
C -2.99313 0.12903 -0.08596  -0.268
C -4.07782 -0.72377 0.48168  -0.618
C -3.00780 -0.17904 -1.64130  -0.620
C 1.64120 1.85156 0.58666  -0.148
C 1.57205 3.29305 0.21190  0.767
C 2.27679 1.16721 -0.66378  -0.442
C 2.57234 -0.26787 -0.63019  -0.045
C 1.68132 -1.22103 -1.06095  -0.229
C 3.59289 -0.72894 0.22430  -0.205
C 1.80742 -2.56630 -0.70493  -0.184
C 3.75847 -2.12251 0.53155  -0.192
C 2.78277 -3.04901 0.10696  -0.231
H -2.56463 0.49909 2.32415  0.383
H -1.79535 -1.16028 2.41330  0.391
H -1.29180 -1.17663 0.29066  0.213
H -3.30876 1.19701 -0.11803  0.218
H -4.06849 -0.78619 1.67831  0.198
H -5.05396 -0.28350 0.05132  0.230
H -4.07743 -1.94405 0.20656  0.206
H -3.94218 -0.08167 -2.13583  0.209
H -2.84784 -1.22127 -1.68518  0.189
H -2.18175 0.46141 -2.03096  0.265
H 0.10755 0.92097 1.81244  0.451
H 2.27378 1.75578 1.42101  0.240
H 1.52906 1.40391 -1.50782  0.258
H 3.24463 1.70130 -0.90342  0.241
H 0.70565 -1.09980 -1.64515  0.232
H 4.24071 -0.03287 0.74969  0.210
H 0.90519 -3.32773 -0.88542  0.207
H 4.56484 -2.34542 1.21125  0.213
H 2.91654 -4.02322 0.38005  0.213
H 0.09163 2.92481 -1.04837  0.507
N -1.65838 -0.09726 2.05752  -0.866
N 0.33451 1.25208 0.84678  -0.610
O -0.70689 1.32092 -1.16548  -0.691
O 2.32072 4.14591 0.64962  -0.560
O 0.83646 3.66833 -0.90633  -0.703

Atomic forces in eV per Å
0.22 -1.10 -2.20
-2.58 -0.05 -0.24
-0.37 -0.02 -1.87
-2.18 -2.54 1.94
2.05 1.01 1.54
-0.99 -0.94 -1.93
0.91 3.48 -1.89
0.03 2.19 -2.39
-0.01 -0.91 2.13
-2.37 -1.59 -1.23
0.18 -1.95 0.11
-3.10 -1.92 -0.23
-0.98 2.16 -0.38
2.27 3.13 -0.06
2.65 -1.94 -0.32
0.14 3.60 -0.89
-0.31 1.48 0.24
0.43 -0.42 0.98
-0.51 0.49 -2.60
1.19 -1.03 1.16
0.36 3.32 0.28
-1.01 0.83 -0.09
0.91 -1.36 -0.51
-1.10 -1.07 -0.46
0.42 0.21 -1.04
0.53 -0.16 1.23
1.49 -0.48 1.09
-1.11 -0.21 0.28
1.70 0.87 0.69
0.06 0.09 -0.33
2.05 1.90 -0.18
0.07 -0.44 0.01
-0.15 -2.52 0.61
1.89 1.65 -0.09
-2.48 -1.18 1.53
1.32 -0.22 2.65
0.95 -0.03 0.57
-0.69 -1.37 0.36
-1.88 -2.97 1.54

For the orbital gap, the calculation gives 9.9 eV. The total energy is -880.64410 Eh. Its net charge is 0. The relative energy (zero: lowest compared OMol25 entry of this formula, charge and spin) is 3.6109 eV. As for the lowest unoccupied orbital energy: 0.387 eV. As for the SMILES: CC(C)[C@H](N)C(=O)N[C@@H](Cc1ccccc1)C(=O)O. Its maximum force is 4.06 eV/A. For the highest occupied orbital energy, the calculation gives -0.349 Eh.

=====

Record 4
Formula: C22H18Cl3NO2PtSe3SiTe
Source: the Open Molecules 2025 dataset
Level of theory: the ωB97M-V functional and the def2-TZVPD basis

Each line ends with the natural charge from an NBO analysis.
Element x y z (Å)
Pt -0.99109 0.05164 -0.01284  0.431
Se -1.89000 -1.22683 2.01155  -0.491
Se -1.95077 -3.42049 1.23327  -0.256
Te 0.36677 -3.76020 0.23399  0.044
Se 0.59201 -1.94389 -1.45115  -0.749
C -2.54115 -0.54868 -0.98232  -0.144
C -3.48528 -1.00935 -1.57979  -0.181
C -4.57467 -1.58564 -2.30289  -0.061
C -4.37310 -2.69431 -3.14053  -0.200
C -5.42995 -3.26432 -3.83893  -0.222
C -6.71842 -2.74891 -3.72492  -0.266
C -6.93412 -1.64932 -2.89867  -0.225
C -5.88055 -1.07504 -2.19737  -0.206
H -3.37089 -3.09653 -3.22176  0.229
H -5.24774 -4.12059 -4.47975  0.194
H -7.54127 -3.19902 -4.26734  0.188
H -7.93312 -1.23529 -2.80114  0.191
H -6.04363 -0.22070 -1.55315  0.218
C 4.32483 -0.53452 1.93243  -0.260
O 3.91555 0.77631 1.54269  -0.524
C 3.56501 0.95583 0.24583  0.358
C 3.96563 0.08507 -0.75617  -0.283
C 3.67258 0.35364 -2.08088  -0.183
C 2.99094 1.51055 -2.40948  -0.224
C 2.56171 2.36151 -1.40419  -0.201
C 2.79910 2.08398 -0.06843  0.081
N 2.32827 3.03188 0.89524  -0.522
C 2.05235 2.88398 2.18301  0.200
C 1.76251 1.73039 2.85559  -0.270
C 2.01581 1.67175 4.27013  -0.151
C 1.88707 0.51352 4.94257  -0.288
C 1.49378 -0.68589 4.23120  -0.206
C 1.16933 -0.67558 2.92332  -0.214
C 1.20507 0.56676 2.17426  0.489
O 0.80175 0.68863 1.01972  -0.642
H 4.32589 -0.54043 3.01938  0.199
H 5.32741 -0.76705 1.56744  0.162
H 3.62404 -1.28861 1.57283  0.211
H 4.49837 -0.82034 -0.50202  0.216
H 3.96311 -0.35495 -2.84656  0.211
H 2.74397 1.73520 -3.43703  0.217
H 1.99037 3.24956 -1.65767  0.227
H 1.96517 3.87695 0.47675  0.420
H 2.14077 3.80597 2.75366  0.177
H 2.38517 2.56043 4.77219  0.190
H 2.11614 0.47721 5.99946  0.196
H 1.43989 -1.62705 4.76472  0.205
H 0.86975 -1.57068 2.40382  0.255
Cl -3.35316 2.55504 -1.57091  -0.472
Si -1.32243 1.99450 -1.22614  0.953
Cl -0.61491 2.24101 -3.22950  -0.489
Cl -0.66387 3.90294 -0.38348  -0.533

Atomic forces in eV per Å
-0.27 0.13 -0.62
-0.02 0.19 -0.10
0.08 -0.21 -0.17
0.10 -0.09 0.11
-0.12 0.05 0.24
0.35 0.10 0.39
-0.46 -0.16 -0.34
0.01 0.05 0.07
-0.11 -0.03 -0.05
0.03 0.10 0.07
0.11 0.08 0.09
0.13 0.00 0.02
0.04 -0.10 -0.08
-0.02 0.00 0.00
0.01 0.01 0.02
-0.01 0.00 -0.01
0.05 -0.01 0.01
-0.01 0.00 -0.01
-0.07 0.16 -0.01
0.17 -0.36 0.32
0.09 -0.05 0.03
0.04 -0.02 -0.10
0.00 0.00 -0.04
-0.06 0.07 0.00
-0.19 0.17 -0.19
-0.25 0.42 0.28
0.41 -0.37 -1.32
0.04 0.02 0.63
0.04 -0.24 0.56
-0.03 0.13 -0.30
-0.06 -0.55 -0.03
0.15 0.33 0.39
-0.06 0.25 -0.02
0.47 -0.12 1.09
-0.52 0.22 -1.02
-0.03 0.06 0.02
0.08 0.06 -0.06
-0.06 -0.01 -0.04
-0.05 0.04 0.00
-0.03 0.03 0.03
-0.05 0.01 -0.02
-0.06 -0.11 0.01
0.26 0.12 -0.08
-0.23 0.07 0.01
-0.07 0.05 -0.03
-0.04 -0.11 0.04
0.03 0.00 0.09
-0.01 -0.09 -0.13
0.16 0.11 0.06
-0.24 -0.39 0.15
0.12 0.05 0.03
0.15 -0.05 0.00

For the orbital gap, the calculation gives 4.6 eV. The total energy is -10316.30243 Eh. Its net charge is -2. The relative energy (zero: lowest compared OMol25 entry of this formula, charge and spin) is 0.6628 eV. As for the lowest unoccupied orbital energy: 3.952 eV. Its maximum force is 1.44 eV/A. For the highest occupied orbital energy, the calculation gives -0.025 Eh.

=====

Record 5
Formula: C15H15INO12P
Source: the Open Molecules 2025 dataset
Level of theory: the ωB97M-V functional and the def2-TZVPD basis

Each line ends with the natural charge from an NBO analysis.
Element x y z (Å)
C 3.62819 -0.49239 1.42807  -0.681
C 3.50276 0.99171 1.37404  0.293
N 4.45547 1.67917 0.89161  -0.611
C 2.27531 1.70339 1.91521  -0.152
O 1.33504 0.90236 2.64992  -0.794
P 0.06623 0.24329 1.97460  2.568
O -1.04255 0.15168 2.92282  -1.085
O 0.57515 -1.17112 1.46855  -0.988
O -0.35982 1.12302 0.71185  -0.985
I 0.53720 0.81541 -1.06303  0.483
H 4.60764 -0.73770 1.03504  0.240
H 2.89432 -0.97202 0.79279  0.232
H 3.55950 -0.87483 2.43948  0.237
H 4.24725 2.67812 0.92958  0.323
H 2.64141 2.43512 2.62638  0.220
H 1.79518 2.26054 1.11783  0.204
H 0.18570 -1.45206 0.63561  0.515
C 0.88958 3.30908 -6.14064  -0.391
C 1.97153 3.37199 -6.93007  0.331
C 3.16562 2.47804 -6.71959  0.475
O 4.09616 2.58892 -7.49031  -0.522
C 3.14062 1.53730 -5.60723  -0.370
C 2.06008 1.48356 -4.82501  0.313
C 0.85903 2.35798 -5.04755  0.475
O -0.07851 2.21510 -4.28460  -0.540
O 1.94973 0.65339 -3.78650  -0.639
O 2.08139 4.20962 -7.94724  -0.619
H 0.02664 3.94340 -6.28365  0.249
H 4.00702 0.90978 -5.45345  0.250
H 1.06366 0.83031 -3.40493  0.478
H 2.95552 4.04402 -8.34805  0.509
C -5.59884 -2.39870 3.47220  -0.388
C -5.88239 -3.47232 4.21646  0.314
C -4.81889 -4.22265 4.96482  0.471
O -5.17470 -5.18198 5.62883  -0.558
C -3.45014 -3.77152 4.85266  -0.408
C -3.14579 -2.69084 4.10985  0.345
C -4.22232 -1.92405 3.36870  0.469
O -3.90612 -0.95958 2.70975  -0.511
O -1.90083 -2.26894 4.00012  -0.648
O -7.10745 -3.96565 4.35871  -0.635
H -6.35746 -1.85381 2.92862  0.240
H -2.69510 -4.33013 5.38714  0.240
H -1.81712 -1.44033 3.46952  0.541
H -7.01490 -4.73565 4.95104  0.506

Atomic forces in eV per Å
0.44 0.07 -0.28
0.24 0.17 -0.03
-0.18 -0.14 -0.01
0.30 0.02 0.45
0.12 -0.02 -0.80
-0.72 -0.04 1.24
0.11 -0.03 -0.05
0.24 0.19 -0.28
0.50 -0.32 -0.68
-0.19 0.28 0.78
0.18 -0.04 -0.02
-0.28 -0.13 0.10
-0.29 -0.07 0.18
0.01 0.09 -0.02
-0.05 0.13 0.21
-0.23 -0.01 -0.11
-0.15 -0.27 -0.08
-0.14 -0.03 0.12
-0.21 0.09 0.04
0.06 -0.29 0.29
0.01 0.13 -0.15
0.15 0.00 -0.11
0.21 -0.08 0.03
-0.08 0.31 -0.30
-0.01 -0.12 0.18
-0.07 -0.09 0.20
0.05 -0.01 -0.04
0.01 0.01 -0.03
-0.01 -0.01 0.01
-0.06 0.08 -0.80
0.07 -0.01 -0.03
0.08 0.09 -0.03
-0.15 0.16 -0.14
0.41 0.02 0.04
-0.17 -0.06 0.00
-0.12 -0.12 0.06
0.17 -0.10 0.13
-0.28 -0.14 0.01
0.20 0.09 -0.10
-0.04 0.11 -0.17
-0.04 -0.03 0.02
-0.01 0.01 0.01
0.04 0.03 0.00
-0.17 0.12 0.10
0.03 -0.06 0.06

For the orbital gap, the calculation gives 6.9 eV. The total energy is -2177.33585 Eh. Its net charge is 0. The relative energy (zero: lowest compared OMol25 entry of this formula, charge and spin) is 0.2797 eV. As for the lowest unoccupied orbital energy: -2.256 eV. Its maximum force is 1.43 eV/A. For the highest occupied orbital energy, the calculation gives -0.335 Eh.

=====

Record 6
Formula: C4H2ClFOS
Source: the Open Molecules 2025 dataset
Level of theory: the ωB97M-V functional and the def2-TZVPD basis

Each line ends with the natural charge from an NBO analysis.
Element x y z (Å)
C -0.19252 -1.47090 -0.00949  -0.258
C -0.17758 -0.17607 -0.41167  0.334
C 0.57607 1.06777 0.30018  -0.278
C 0.79958 0.81226 1.94860  0.407
H 0.03810 -1.82188 0.93013  0.252
H 1.04794 1.72315 2.44309  0.140
O 0.39456 -0.18047 2.53280  -0.501
F -0.64992 0.20985 -1.56276  -0.294
S 0.84458 2.58879 -0.17599  0.166
Cl -1.05528 -2.53912 -1.04239  0.032

Atomic forces in eV per Å
-1.45 2.30 -2.41
2.77 1.73 2.16
-1.02 -2.35 2.31
-2.44 -2.30 -1.84
0.82 -0.50 1.70
0.83 0.95 0.52
1.22 1.78 -1.13
-0.58 -0.03 -1.08
-0.26 -1.16 -0.27
0.11 -0.42 0.04

For the orbital gap, the calculation gives 7.8 eV. The total energy is -1187.01221 Eh. Its net charge is 0. The relative energy (zero: lowest compared OMol25 entry of this formula, charge and spin) is 1.4240 eV. As for the lowest unoccupied orbital energy: -1.719 eV. As for the SMILES: O=CC(=S)/C(F)=C/Cl. Its maximum force is 3.91 eV/A. For the highest occupied orbital energy, the calculation gives -0.350 Eh.